Below is a molecular structure, H26N4O21S4Zn in a non-equilibrium geometry, with properties calculated with wB97M-V/def2-TZVPD.

Geometry as XYZ:
```
56
Properties=species:S:1:pos:R:3
Zn 12.21 -7.09 15.20
N 11.08 -10.72 12.82
H 10.47 -9.92 12.72
H 11.21 -11.09 13.76
H 11.92 -10.37 12.40
H 10.58 -11.38 12.25
N 10.71 -9.07 9.83
H 10.26 -8.54 10.57
H 10.18 -9.82 9.41
H 11.50 -9.45 10.32
H 10.97 -8.43 9.10
N 12.58 -5.52 11.61
H 13.40 -6.00 11.28
H 12.44 -4.69 11.05
H 12.76 -5.30 12.58
H 11.69 -5.97 11.44
N 8.95 -4.52 14.58
H 9.72 -3.94 14.25
H 8.74 -5.25 13.92
H 8.16 -3.94 14.83
H 9.13 -4.86 15.51
S 11.15 -9.90 16.62
O 11.91 -8.70 16.13
O 12.01 -10.60 17.58
O 9.90 -9.47 17.29
O 10.72 -10.78 15.50
S 13.97 -5.15 14.90
O 12.85 -5.47 14.05
O 15.25 -5.45 14.28
O 13.79 -3.74 15.33
O 13.72 -6.07 16.02
S 9.92 -7.45 12.78
O 8.78 -6.57 13.04
O 10.87 -7.40 13.91
O 9.51 -8.84 12.54
O 10.52 -6.93 11.55
S 10.25 -5.89 17.57
O 9.11 -5.21 16.97
O 10.86 -4.94 18.51
O 9.81 -7.09 18.36
O 11.22 -6.24 16.55
O 8.62 -5.80 9.68
H 8.16 -5.19 10.25
H 9.26 -6.22 10.25
O 6.49 -6.68 14.46
H 7.37 -6.67 14.07
H 5.91 -6.91 13.74
O 7.21 -4.88 12.04
H 6.35 -5.19 12.33
H 7.82 -5.57 12.30
O 13.51 -8.23 14.04
H 13.86 -8.55 13.20
H 14.02 -8.69 14.70
O 7.12 -9.75 12.68
H 7.96 -9.36 12.46
H 6.54 -9.49 11.97
```

Calculated values
E_HOMO (spin up / spin down) = -4.242 / -4.174 eV
max |F| = 6.57 eV/A
molecular weight = 611.873 g mol⁻¹
calculated total energy = -5186.73575 a.u.
spin multiplicity = 2
frontier orbital gap (spin up / spin down) = 3.32 / 3.25 eV
total charge = -1

---

Below is a molecular structure, H26O13 in a non-equilibrium geometry, with properties calculated with wB97M-V/def2-TZVPD.

Geometry as XYZ:
```
39
Properties=species:S:1:pos:R:3
O -0.16 1.10 -0.60
H -0.86 1.54 -0.01
H -0.05 0.05 -0.63
H 0.78 1.47 -0.49
O -0.42 -0.88 -0.18
H -0.76 -0.82 0.62
O -0.09 2.91 1.63
H 0.82 3.06 1.74
H -0.67 3.88 1.74
O -2.91 2.15 -0.06
H -3.17 2.87 0.38
H -3.43 1.98 -0.95
O -1.87 -0.21 -2.37
H -1.26 -0.56 -1.63
H -2.25 -0.94 -2.80
O 1.77 2.33 -0.54
H 2.13 1.98 0.44
H 2.47 2.23 -1.22
O 1.72 -0.80 -0.25
H 2.06 -1.63 -0.54
H 0.73 -0.93 -0.17
O -0.39 0.56 3.37
H -0.27 1.35 2.91
H 0.27 0.46 4.00
O 1.96 0.68 1.56
H 1.84 -0.02 0.84
H 1.77 0.31 2.41
O -2.75 -2.47 0.03
H -2.12 -1.76 -0.01
H -2.27 -2.89 0.81
O -0.26 -2.81 -2.09
H -0.22 -2.05 -1.51
H -1.09 -3.24 -1.77
O 0.79 -3.06 1.20
H 0.05 -3.48 1.68
H 0.33 -2.35 0.80
O 2.51 -0.25 -3.09
H 2.26 -0.34 -2.23
H 3.01 0.60 -3.04
```

Calculated values
E_HOMO = -10.526 eV
max |F| = 8.55 eV/A
molecular weight = 234.195 g mol⁻¹
calculated total energy = -993.49474 a.u.
relative energy (zero: lowest compared OMol25 entry of this formula, charge and spin) = 731.2 kJ/mol
frontier orbital gap = 10.27 eV

---

Below is a molecular structure, H26O13 in a non-equilibrium geometry, with properties calculated with wB97M-V/def2-TZVPD.

Geometry as XYZ:
```
39
Properties=species:S:1:pos:R:3
O -1.54 -0.47 -2.86
H -1.98 -0.89 -3.60
H -0.71 -0.50 -3.19
O -0.45 -0.26 0.14
H 0.50 -0.04 0.38
H -0.76 0.48 -0.37
O 0.86 -0.49 -3.08
H 0.68 0.19 -2.44
H 1.77 -0.64 -3.21
O -1.70 -1.70 -0.19
H -0.98 -1.14 -0.07
H -2.27 -1.26 -0.84
O -1.82 2.86 0.04
H -2.22 2.00 -0.23
H -2.32 3.15 0.79
O 2.11 -1.32 1.12
H 1.92 -2.13 0.59
H 1.22 -1.05 1.61
O 0.25 -1.27 2.87
H 0.19 -1.11 3.79
H -0.65 -1.13 2.50
O 0.28 1.94 -1.83
H 1.15 2.45 -1.90
H -0.34 2.56 -2.09
O -0.05 0.90 4.09
H 0.00 0.36 4.87
H -0.34 0.41 3.19
O 2.69 0.76 -0.73
H 2.68 -0.30 -0.59
H 3.45 1.03 -1.25
O -2.99 0.52 -0.87
H -3.42 -0.12 -0.40
H -2.42 0.27 -1.51
O 2.72 1.61 2.04
H 1.95 2.26 2.00
H 2.70 1.29 1.23
O 0.27 -3.05 -0.16
H -0.44 -2.60 -0.39
H -0.01 -3.59 0.57
```

Calculated values
E_HOMO = -10.218 eV
max |F| = 12.90 eV/A
molecular weight = 234.195 g mol⁻¹
calculated total energy = -993.48728 a.u.
relative energy (zero: lowest compared OMol25 entry of this formula, charge and spin) = 750.8 kJ/mol
frontier orbital gap = 10.30 eV